15
Properties=species:S:1:pos:R:3 method="wB97M-V/def2-TZVPD" gap_ev=8.4 smiles="COC(=S)NC(C)=S" multiplicity=1 e_above_lowest_kcal_mol=20.9 homo_ev=-8.679
H 1.649 -0.707 2.640
H -0.045 1.761 -0.674
C -1.292 0.172 -1.014
O 0.584 -0.922 0.908
N -0.197 0.801 -0.406
S -1.511 -1.467 -1.184
C 1.531 -1.423 1.823
C -2.158 1.216 -1.652
C 0.728 0.335 0.517
H 2.523 -1.472 1.253
S 1.864 1.358 1.038
H -3.183 0.853 -1.845
H 1.191 -2.438 2.224
H -1.756 1.535 -2.624
H -2.163 2.178 -1.115

57
Properties=species:S:1:pos:R:3 method="wB97M-V/def2-TZVPD" gap_ev=8.6 smiles="CCOc1cc(C(=O)NC[C@H](C)CN(C)C)cc(OCC)c1OCC" multiplicity=1 e_above_lowest_kcal_mol=20.2 homo_ev=-7.867
C -1.417 -1.654 0.233
H 1.998 1.542 -1.973
N 2.124 -1.007 0.849
H 3.920 -1.286 1.858
H 5.090 0.464 0.553
C -5.071 0.651 -0.053
N 3.425 1.004 -0.553
O -1.648 2.456 -0.044
H 0.606 1.042 0.478
C 4.603 0.158 -0.377
H 2.182 -0.041 0.548
O -3.776 1.124 -0.379
H -3.458 -3.429 0.842
H 2.814 2.982 -0.330
H -3.082 -3.564 -0.897
C 0.982 -1.717 0.707
C -5.193 -3.618 -0.437
C -1.489 1.105 0.073
H 2.588 -0.113 -2.105
C 5.594 -2.128 -0.185
C -0.289 0.463 0.332
H -5.230 -4.702 -0.366
O 0.948 -2.931 0.835
H 6.215 -1.944 -1.058
C 3.717 2.383 -0.209
H -0.869 4.269 -0.251
H -5.060 0.158 0.926
C -0.226 3.500 1.658
H -5.506 -3.315 -1.432
H 4.507 2.819 -0.837
C -0.251 -0.926 0.421
H 0.331 2.968 -0.376
H 3.747 -1.666 -1.166
C 2.884 0.913 -1.897
H 3.242 -2.716 1.043
H 0.590 4.210 1.768
C -0.552 3.313 0.177
H 5.388 -3.194 -0.128
H -5.413 -0.073 -0.802
H 3.608 1.234 -2.661
H 5.322 0.320 -1.199
C -5.996 1.859 -0.025
H 4.029 2.437 0.833
H -5.659 2.569 0.725
O -3.787 -1.722 -0.278
C -3.778 -3.132 -0.166
C 4.289 -1.341 -0.273
H -5.880 -3.190 0.288
H 6.153 -1.839 0.703
H -1.337 -2.726 0.303
C -2.627 -1.034 -0.045
C -2.678 0.368 -0.110
C 3.414 -1.640 0.952
H 0.059 2.558 2.118
H -7.010 1.544 0.207
H -5.987 2.351 -0.994
H -1.100 3.884 2.177

46
Properties=species:S:1:pos:R:3 method="wB97M-V/def2-TZVPD" gap_ev=6.1 total_charge=+2 multiplicity=1 homo_ev=-13.842
O -0.148 0.205 0.158
H 1.100 -1.770 1.910
H -4.078 0.644 2.682
C -3.312 -1.751 3.210
H -1.279 -3.894 3.627
C -3.017 0.137 0.860
H -0.842 -2.579 4.797
H 4.478 2.782 -1.287
H 5.860 1.846 -1.988
C -0.881 -2.008 2.752
C -0.601 -0.520 1.101
N -2.087 -1.465 2.487
H -4.144 -2.011 2.549
H 2.815 0.937 -4.569
H 5.670 -0.490 -3.234
H -3.126 -2.598 3.882
H 4.480 1.618 -4.472
H 3.072 2.535 -3.801
O 1.860 2.387 1.129
H -0.312 2.206 -2.489
Sn 1.952 -0.704 -1.074
H -3.902 1.277 -2.223
C 3.510 1.530 -3.946
H 0.857 -1.179 -2.338
H -3.647 -0.890 3.797
N -1.937 -0.537 1.502
H 4.156 -1.455 -3.400
P 3.743 0.701 -2.325
C 0.065 -1.462 1.941
C -4.024 0.752 1.603
C 4.740 -0.793 -2.739
H -5.718 2.331 -0.906
C 4.916 1.776 -1.417
C -5.013 1.486 0.956
H 4.948 -1.345 -1.807
H 0.104 2.656 -2.924
C -4.980 1.682 -0.423
C -0.671 -3.009 3.809
H 5.116 1.340 -0.422
H -5.812 1.933 1.533
H 2.813 -1.541 0.176
H -2.343 -0.366 -1.124
C -3.034 0.234 -0.543
C 2.236 1.590 0.398
H 0.384 -3.294 3.750
C -3.962 1.076 -1.157

44
Properties=species:S:1:pos:R:3 method="wB97M-V/def2-TZVPD" gap_ev="6.9 / 6.9" multiplicity=1 e_above_lowest_kcal_mol=66.3 homo_ev="-9.154 / -9.154"
Pd 0.847 0.026 -0.069
H 4.204 3.338 0.065
C 2.092 1.762 -2.038
C -3.731 0.460 -0.075
H 1.837 -3.022 1.743
C -1.963 -3.168 1.435
H -1.868 -5.174 2.177
H 0.624 2.719 -3.250
I 2.089 1.007 2.033
O 1.519 0.182 -4.050
C -1.295 -4.295 1.914
H 1.093 4.986 -2.368
C 3.403 3.211 -0.648
C -4.009 -1.902 0.704
Se -5.872 -3.519 1.104
H -0.880 2.253 -0.082
H -4.793 0.503 -0.278
C 0.758 -3.094 1.673
H -3.290 2.490 -0.628
I 0.423 2.285 3.841
C -1.560 1.418 0.014
O 0.012 0.230 -2.085
C 3.112 1.920 -1.083
C -1.198 -2.056 1.100
H 0.628 -5.106 2.421
C 1.393 2.870 -2.503
S 1.433 0.205 -2.628
S 4.186 0.646 -0.312
O 5.000 1.391 0.611
N 0.126 -2.031 1.209
C -3.184 -0.729 0.401
H 2.914 5.290 -0.708
N -1.023 0.271 0.438
C -1.815 -0.808 0.627
C -2.910 1.547 -0.266
O 4.832 -0.089 -1.348
O 2.119 -0.836 -1.870
N -4.227 -4.074 1.534
N -5.301 -1.919 0.546
C -3.411 -3.101 1.248
O 3.254 -0.277 0.526
C 1.671 4.138 -2.024
C 2.682 4.306 -1.095
C 0.078 -4.256 2.043

9
Properties=species:S:1:pos:R:3 method="wB97M-V/def2-TZVPD" gap_ev=9.7 multiplicity=1 e_above_lowest_kcal_mol=121.1 homo_ev=-9.208
H -1.599 -0.995 -1.404
C -0.049 0.397 -0.050
O 1.828 -0.410 0.188
H 2.407 -0.389 -0.607
C -1.113 -0.520 -0.573
H 1.083 1.557 -0.859
O 0.268 1.673 -0.286
H -1.753 -0.172 1.572
C -1.061 -0.267 0.783

18
Properties=species:S:1:pos:R:3 method="wB97M-V/def2-TZVPD" gap_ev=8.8 smiles="NC1=N[N@@H+]2CN(N)C=C2O1" total_charge=+1 multiplicity=1 e_above_lowest_kcal_mol=106.2 homo_ev=-12.329
N 0.701 -0.870 -1.417
C 0.953 0.501 -1.175
N -1.001 -0.272 0.182
C 0.095 1.050 -0.348
H 0.889 -1.042 -3.515
H -1.962 -0.364 -0.256
H -0.005 2.626 3.078
C -0.631 1.205 1.724
H 0.492 -1.727 0.653
H 1.456 1.039 -2.050
N -1.175 0.074 1.488
N 1.000 -1.572 -2.542
H -1.093 1.301 3.779
H -0.715 -2.202 -0.457
N -0.677 1.776 2.934
H 1.879 -2.090 -2.450
C -0.142 -1.332 -0.279
O -0.062 1.900 0.652

61
Properties=species:S:1:pos:R:3 method="wB97M-V/def2-TZVPD" gap_ev=9.1 multiplicity=1 e_above_lowest_kcal_mol=513.4 homo_ev=-8.312
H 0.267 -2.146 -6.313
H 0.373 -5.407 -4.512
H 2.004 -1.523 -5.356
H -2.206 0.505 6.079
H 0.336 -1.155 -3.623
C 1.455 -3.010 -3.515
C -2.202 1.935 3.647
H -1.532 -1.035 5.602
H 0.136 6.107 3.016
H -1.107 -1.474 -0.718
H -0.475 -1.117 3.438
C -0.571 -0.281 3.073
H -0.711 -4.366 -7.042
C -0.281 0.514 -1.465
H 0.488 -1.629 1.184
C 0.168 -0.919 0.715
C -0.144 -0.731 -0.822
H 0.049 2.569 2.058
O -0.355 -6.206 -6.771
H -2.076 -0.754 1.575
H 1.625 5.887 3.608
H -0.097 0.431 3.151
H 2.008 3.505 0.918
H 1.679 3.734 3.566
C 0.777 -1.768 -1.417
C 1.331 -2.393 -5.908
C -1.091 -0.307 1.629
H -1.096 3.786 2.235
H -2.807 -0.143 3.704
H -0.436 0.475 5.659
C 0.413 -1.915 -3.035
C -0.929 2.827 4.003
H -2.891 2.010 4.374
H 2.300 -2.694 -3.583
H 2.629 4.924 1.531
H -0.063 2.527 4.603
H 1.233 -5.075 -7.354
H -0.514 -2.646 -2.962
C 0.827 4.229 2.803
C 0.906 5.383 3.623
H -1.224 3.797 4.422
C 1.837 4.169 1.509
H 0.506 1.049 -1.476
H -0.926 -6.488 -6.066
H 1.411 -4.148 -2.836
C -0.252 3.347 2.587
C 0.153 -5.011 -6.579
H -1.443 0.792 1.236
C 0.500 -4.600 -5.061
H 1.068 -2.689 -0.938
H 0.911 4.862 0.751
H 1.817 -2.661 -6.821
C 1.066 -3.345 -4.811
H 0.280 5.303 4.530
H -2.642 2.034 2.754
H -0.610 0.350 -2.434
H -1.235 1.153 -0.814
C -1.615 0.013 5.496
H 1.058 0.001 0.865
C -1.725 0.532 3.848
H 1.642 -1.117 -1.561

88
Properties=species:S:1:pos:R:3 method="wB97M-V/def2-TZVPD" gap_ev=7.4 smiles="CCCOC1=C(P(O)O)C(=O)C(NCC)=C(CCF)C1=O.c1ccccc1.c1ccccc1.c1ccccc1.c1ccccc1" multiplicity=1 e_above_lowest_kcal_mol=0.0 homo_ev=-8.965
C -3.930 -2.608 3.189
O 1.110 -1.044 -4.076
O 4.229 1.964 -3.750
C 2.825 -0.091 -2.742
N -0.718 -1.379 -2.055
H 0.878 -0.688 1.577
H 0.025 -3.140 -3.013
C -6.219 -1.715 4.479
C -5.383 7.062 1.927
C 4.444 -6.483 -0.922
C -2.719 3.237 -1.855
H 6.503 0.294 -1.066
H -1.034 1.970 -2.250
H -0.053 -1.999 0.927
H 6.585 -1.988 -1.868
C -3.523 9.095 2.264
H -1.005 0.491 -0.214
H -0.924 -0.947 -2.952
H 2.343 0.204 -5.841
C 2.513 -0.482 -0.326
C -5.670 -2.944 4.815
H -6.133 -3.553 5.580
H -6.053 0.026 3.237
C -0.434 3.987 -1.837
H 6.568 -2.756 0.199
H 4.862 -2.134 -1.891
C -4.877 9.360 2.415
H -7.112 -1.366 4.982
O 4.507 0.552 -1.153
C -0.721 -3.705 -1.107
C 3.551 -5.726 1.178
C -4.527 -3.392 4.167
F -2.137 -0.752 0.891
C 3.329 0.007 -1.497
C -0.961 -0.046 0.726
C 5.773 -2.023 0.092
P 3.747 0.487 -4.235
H -0.867 0.693 1.517
C -5.623 -0.933 3.499
H -1.709 -3.008 -2.892
H -5.207 10.359 2.668
H -2.542 6.534 -1.111
H -2.044 7.605 1.823
H -6.863 8.553 2.356
C -4.030 6.795 1.778
C -3.142 4.520 -1.538
C 0.259 -0.981 0.738
H 0.221 -3.577 -0.583
C 4.824 -7.762 1.078
H 3.294 -4.689 -0.681
H -3.444 2.444 -1.986
H -6.109 6.269 1.796
H -0.838 -4.751 -1.365
H -4.101 -4.353 4.425
C 1.078 -0.827 -0.510
H 5.884 0.085 -2.675
C 1.502 -0.725 -2.947
H 3.491 2.415 -3.320
H -4.198 4.730 -1.425
H -3.698 5.794 1.532
C 5.680 -0.131 -1.628
H -2.798 9.887 2.396
C 0.612 -0.978 -1.764
C -5.807 8.345 2.243
C -4.476 -1.377 2.856
C 3.723 -5.552 -0.188
H 5.565 -8.310 -0.859
H -0.131 6.061 -1.382
C 4.998 -7.587 -0.288
H 6.064 -1.188 0.718
H -3.038 -2.955 2.684
O 2.559 0.931 -5.255
H 2.991 -4.997 1.750
C 5.679 -1.622 -1.390
H -1.511 -3.414 -0.419
C -2.211 5.535 -1.365
H 4.575 -6.349 -1.988
H 4.872 -2.501 0.452
C -3.099 7.812 1.943
C -0.857 5.269 -1.515
C 4.099 -6.832 1.811
H -4.008 -0.768 2.098
C -0.786 -2.844 -2.346
O 3.035 -0.552 0.772
H 3.962 -6.970 2.875
H 0.622 3.779 -1.956
C -1.365 2.972 -2.004
H 5.254 -8.624 1.572

51
Properties=species:S:1:pos:R:3 method="wB97M-V/def2-TZVPD" gap_ev=7.9 total_charge=+1 multiplicity=1 e_above_lowest_kcal_mol=43.4 homo_ev=-10.920
C 1.855 1.745 -2.584
S 2.597 -2.211 -2.081
C -2.538 5.193 -2.753
H -1.988 -5.248 1.277
F 2.732 0.775 -2.943
C -3.332 6.368 -3.277
N -0.963 3.148 -1.745
C -0.408 4.289 -2.178
C -2.291 3.021 -1.806
O 2.014 -3.264 -0.937
H 1.279 0.927 5.178
N 1.492 -1.473 0.638
N -4.518 6.073 -3.863
H 0.715 2.090 3.036
S 2.172 -2.864 0.636
C 1.439 -0.844 1.869
C 1.318 0.413 4.230
N 1.059 0.438 1.857
H -2.709 2.092 -1.435
H 1.922 -1.509 5.005
H 0.671 4.356 -2.127
O -2.905 7.491 -3.136
H -4.737 5.142 -4.171
H -0.689 -7.905 3.384
C -0.932 -5.192 1.511
H -5.026 6.837 -4.278
C 1.619 3.067 0.364
C -3.114 4.011 -2.309
H -0.610 -3.446 0.328
H 2.841 -5.002 2.348
N 1.733 -1.551 2.965
H -0.692 6.255 -2.992
C -0.357 -6.157 2.359
H 1.463 -6.810 3.312
C -1.159 5.334 -2.672
C 1.195 -4.128 1.285
C 1.786 -5.071 2.122
H -4.185 3.862 -2.317
C 1.010 1.047 3.045
O 2.113 3.972 0.800
O 3.540 -3.000 1.011
Pb 0.271 1.134 -0.919
C 1.094 -1.581 -2.521
H -2.059 -7.286 2.573
C 1.676 -0.922 4.128
N 0.061 -1.139 -2.786
C -0.163 -4.185 0.981
F 2.622 2.826 -2.255
F 1.199 2.091 -3.718
N -1.124 -7.137 2.906
C 1.013 -6.075 2.657

12
Properties=species:S:1:pos:R:3 method="wB97M-V/def2-TZVPD" gap_ev=7.9 total_charge=-1 multiplicity=1 e_above_lowest_kcal_mol=0.0 homo_ev=-5.181
Br -1.961 -1.471 -2.109
N 1.604 1.106 1.042
Br -0.436 -3.363 -0.254
N 1.738 2.407 1.152
H -1.396 -0.032 0.253
H -0.148 -1.202 1.007
N -0.196 2.094 0.233
H 0.510 -1.490 -1.516
C -0.410 -1.627 -1.069
C 0.435 0.984 0.389
N 0.683 3.014 0.720
C -0.424 -0.420 0.153

27
Properties=species:S:1:pos:R:3 method="wB97M-V/def2-TZVPD" gap_ev=11.3 smiles=O.O.O.O.O.O.O.O.O multiplicity=1 e_above_lowest_kcal_mol=72.2 homo_ev=-11.263
O -1.176 -1.445 1.664
H 5.497 0.804 0.167
O 0.205 3.528 2.300
H 1.086 1.466 -1.958
H -1.681 -0.637 1.812
H -0.274 -0.501 -0.179
H 0.435 3.967 0.333
H 0.954 2.943 2.139
O -0.020 0.382 0.113
H -3.962 -0.988 0.933
O -4.757 -1.532 0.906
H 1.957 0.491 -2.734
O -0.289 3.631 -0.208
O -2.140 -4.847 1.231
H 0.349 3.853 3.196
H -0.412 0.967 -0.545
H -1.668 -4.078 1.571
H -1.040 3.606 0.396
O 1.327 -1.880 -4.323
H -1.792 -2.151 1.890
H 1.334 -1.115 -4.908
O 4.626 0.576 0.511
H 4.089 0.445 -0.279
H -1.501 -5.276 0.650
H 2.067 -1.725 -3.725
H -4.833 -1.881 1.802
O 1.622 1.395 -2.756

6
Properties=species:S:1:pos:R:3 method="wB97M-V/def2-TZVPD" s2=2.014 gap_ev="7.1 / 6.0" multiplicity=3 homo_ev="-7.453 / -10.653"
C -0.574 1.208 0.088
N -0.981 2.239 0.019
I 2.159 -0.484 -0.721
C 0.219 -0.713 -0.041
H -0.580 -0.980 -0.866
Cl -0.243 -1.270 1.521

Copy entry 7 word for word.
61
Properties=species:S:1:pos:R:3 method="wB97M-V/def2-TZVPD" gap_ev=9.1 multiplicity=1 e_above_lowest_kcal_mol=513.4 homo_ev=-8.312
H 0.267 -2.146 -6.313
H 0.373 -5.407 -4.512
H 2.004 -1.523 -5.356
H -2.206 0.505 6.079
H 0.336 -1.155 -3.623
C 1.455 -3.010 -3.515
C -2.202 1.935 3.647
H -1.532 -1.035 5.602
H 0.136 6.107 3.016
H -1.107 -1.474 -0.718
H -0.475 -1.117 3.438
C -0.571 -0.281 3.073
H -0.711 -4.366 -7.042
C -0.281 0.514 -1.465
H 0.488 -1.629 1.184
C 0.168 -0.919 0.715
C -0.144 -0.731 -0.822
H 0.049 2.569 2.058
O -0.355 -6.206 -6.771
H -2.076 -0.754 1.575
H 1.625 5.887 3.608
H -0.097 0.431 3.151
H 2.008 3.505 0.918
H 1.679 3.734 3.566
C 0.777 -1.768 -1.417
C 1.331 -2.393 -5.908
C -1.091 -0.307 1.629
H -1.096 3.786 2.235
H -2.807 -0.143 3.704
H -0.436 0.475 5.659
C 0.413 -1.915 -3.035
C -0.929 2.827 4.003
H -2.891 2.010 4.374
H 2.300 -2.694 -3.583
H 2.629 4.924 1.531
H -0.063 2.527 4.603
H 1.233 -5.075 -7.354
H -0.514 -2.646 -2.962
C 0.827 4.229 2.803
C 0.906 5.383 3.623
H -1.224 3.797 4.422
C 1.837 4.169 1.509
H 0.506 1.049 -1.476
H -0.926 -6.488 -6.066
H 1.411 -4.148 -2.836
C -0.252 3.347 2.587
C 0.153 -5.011 -6.579
H -1.443 0.792 1.236
C 0.500 -4.600 -5.061
H 1.068 -2.689 -0.938
H 0.911 4.862 0.751
H 1.817 -2.661 -6.821
C 1.066 -3.345 -4.811
H 0.280 5.303 4.530
H -2.642 2.034 2.754
H -0.610 0.350 -2.434
H -1.235 1.153 -0.814
C -1.615 0.013 5.496
H 1.058 0.001 0.865
C -1.725 0.532 3.848
H 1.642 -1.117 -1.561